[1]
Here is C20H40IrNP3S2 as an isolated structure from OMol25. Energies are from ωB97M-V/def2-TZVPD.

Summary:
* relative energy (zero: lowest compared OMol25 entry of this formula, charge and spin): 145.0 kJ/mol
* HOMO energy (alpha / beta): -13.238 / -16.983 eV
* DFT total energy: -2764.478470 hartree
* E_LUMO (alpha / beta): -9.3 / -13.8 eV

Geometry as ORCA input:
```
! wB97M-V def2-TZVPD RIJCOSX def2/J DEFGRID3
* xyz 3 5
Ir 0.86 0.59 -0.12
P 2.18 0.71 1.81
P 2.20 1.84 -1.45
P 1.51 -1.48 -1.02
H -8.40 -2.70 0.35
C -7.86 -3.61 0.61
C -7.59 -3.92 1.88
H -7.90 -3.29 2.70
C 1.70 1.96 3.08
C 3.98 1.13 1.65
C 2.36 -0.77 2.91
C 1.52 2.17 -3.13
C 2.68 3.58 -1.01
C 3.90 1.26 -1.89
C 0.64 -3.03 -0.54
C 3.24 -2.16 -0.94
C 1.29 -1.51 -2.84
H -7.55 -4.24 -0.21
H -7.04 -4.82 2.14
H 0.61 1.99 3.15
H 2.04 2.95 2.76
H 2.14 1.73 4.06
H 4.09 2.07 1.10
H 4.50 0.35 1.10
H 4.44 1.24 2.63
H 1.41 -0.96 3.41
H 3.13 -0.61 3.68
H 2.62 -1.65 2.32
H 2.21 2.75 -3.75
H 0.58 2.72 -3.02
H 1.29 1.23 -3.63
H 3.46 3.94 -1.69
H 3.07 3.61 0.01
H 1.82 4.25 -1.07
H 4.44 2.03 -2.46
H 3.85 0.35 -2.49
H 4.46 1.03 -0.98
H 1.08 -3.88 -1.07
H -0.42 -2.95 -0.81
H 0.74 -3.20 0.53
H 3.38 -2.90 -1.73
H 3.40 -2.66 0.03
H 3.99 -1.37 -1.06
H 1.34 -2.53 -3.23
H 2.08 -0.90 -3.30
H 0.33 -1.06 -3.09
C -2.21 -1.19 0.42
C -2.49 -1.07 -0.96
C -3.78 -1.28 -1.44
C -4.83 -1.60 -0.57
C -4.55 -1.72 0.80
C -3.27 -1.52 1.28
S -0.62 -0.93 1.13
H -0.11 0.55 -1.44
H -1.68 -0.83 -1.63
H -3.97 -1.19 -2.50
H -5.83 -1.76 -0.95
H -5.35 -1.98 1.49
H -3.07 -1.61 2.35
S -2.25 3.72 0.91
C -0.76 4.43 1.22
C 0.23 3.50 0.93
N -0.21 2.29 0.49
C -1.57 2.27 0.42
H -0.60 5.44 1.58
H 1.25 3.76 1.05
H -2.14 1.43 0.07
*
```

***

[2]
Here is C3H3N2O as an isolated structure from OMol25. Energies are from ωB97M-V/def2-TZVPD.

Summary:
* relative energy (zero: lowest compared OMol25 entry of this formula, charge and spin): 596.8 kJ/mol
* HOMO energy: -17.573 eV
* DFT total energy: -300.342100 hartree
* E_LUMO: -9.6 eV

Geometry as ORCA input:
```
! wB97M-V def2-TZVPD RIJCOSX def2/J DEFGRID3
* xyz 1 1
C -1.37 1.25 0.99
C -0.07 0.22 0.02
C 0.80 -0.51 -0.86
N -0.86 1.31 -0.18
N -1.17 0.44 1.88
O -0.24 -0.29 1.27
H 1.67 -0.20 -1.36
H 0.19 -0.94 -1.61
H 1.05 -1.27 -0.15
*
```

***

[3]
Here is a 2-piece molecular cluster, C13H24ClF3N4O4S overall from OMol25. Energies are from ωB97M-V/def2-TZVPD.

Summary:
* HOMO energy: -6.086 eV
* DFT total energy: -2187.391774 hartree
* E_LUMO: -2.3 eV

Geometry as ORCA input:
```
! wB97M-V def2-TZVPD RIJCOSX def2/J DEFGRID3
* xyz 0 1
C 0.19 -5.85 1.26
C 0.14 -4.33 0.76
C 1.50 -3.56 1.05
C 2.60 -3.71 -0.13
N 1.35 -2.14 1.47
N 2.10 -1.77 2.50
N 1.92 -0.47 2.77
C 0.94 0.00 1.82
C 0.36 1.47 1.73
C 1.42 2.44 1.00
C 2.32 3.21 2.09
Cl 2.60 1.40 0.01
N 0.63 -1.12 0.98
C -0.30 -1.16 -0.17
S 0.46 -1.57 -1.80
O -0.49 -1.03 -2.85
O 1.77 -0.87 -2.00
H 1.28 -6.13 1.39
H -0.41 -5.95 2.21
H -0.25 -6.52 0.47
H -0.77 -3.79 1.17
H -0.03 -4.39 -0.37
H 1.98 -4.09 1.94
H 3.50 -4.28 0.27
H 2.97 -2.67 -0.37
H 2.20 -4.29 -1.01
H -0.60 1.55 1.15
H 0.23 1.91 2.78
H 0.86 3.18 0.34
H 3.35 3.48 1.69
H 1.81 4.17 2.44
H 2.40 2.55 3.02
H -0.79 -0.13 -0.23
H -1.11 -1.93 0.05
H 0.56 -2.95 -2.04
C -1.91 2.05 -2.78
C -1.33 3.44 -2.65
O -2.29 4.42 -2.33
C -2.69 4.54 -0.93
O -1.65 4.63 -0.13
C -3.71 3.42 -0.49
F -4.58 3.12 -1.49
F -4.47 3.83 0.55
F -3.15 2.24 -0.11
H -2.87 2.06 -3.29
H -1.22 1.41 -3.35
H -2.04 1.58 -1.81
H -0.94 3.73 -3.63
H -0.47 3.46 -1.97
H -3.36 5.42 -0.98
*
```

***

[4]
Here is a 3-piece molecular cluster, C27H48BN2O8S overall from OMol25. Energies are from ωB97M-V/def2-TZVPD.

Summary:
* HOMO energy: -4.868 eV
* DFT total energy: -2191.949126 hartree
* E_LUMO: 2.0 eV

Geometry as ORCA input:
```
! wB97M-V def2-TZVPD RIJCOSX def2/J DEFGRID3
* xyz -1 1
C -4.25 0.73 2.65
C -4.74 -0.20 1.43
O -3.72 -1.09 0.93
C -3.29 -0.73 -0.41
C -2.21 0.48 -0.27
O -1.35 0.16 0.85
C -0.15 1.01 0.84
C 1.06 0.09 0.33
O 0.85 0.13 -1.12
B 2.09 -0.44 -1.73
S 2.28 0.35 -3.48
C 1.70 -2.03 -1.87
C 2.94 -3.03 -2.08
C 3.96 -3.13 -0.86
C 3.34 -3.69 0.51
O 1.99 -4.24 0.39
C 1.51 -4.30 1.75
C 0.74 -3.12 2.49
O 1.77 -5.35 2.38
O 3.11 0.01 -0.77
C 2.59 0.59 0.48
C 3.55 -0.15 1.56
C 2.84 2.16 0.31
C 2.37 3.07 1.53
C 1.97 4.55 1.21
C 1.54 5.50 2.34
C 1.47 5.09 3.83
C 1.82 3.61 4.17
C 2.26 2.64 3.01
H -4.87 1.70 2.61
H -4.34 0.20 3.65
H -3.15 1.07 2.52
H -5.62 -0.82 1.80
H -5.05 0.51 0.58
H -2.79 -1.67 -0.85
H -4.15 -0.46 -1.12
H -1.66 0.60 -1.26
H -2.83 1.40 0.04
H -0.32 1.86 0.09
H -0.03 1.37 1.92
H 1.08 -0.99 0.70
H 2.62 -0.73 -4.32
H 1.05 -2.12 -2.82
H 1.00 -2.36 -1.01
H 2.48 -4.09 -2.21
H 3.49 -2.84 -3.08
H 4.78 -3.89 -1.18
H 4.54 -2.14 -0.68
H 4.01 -4.57 0.86
H 3.34 -2.95 1.38
H 0.09 -3.49 3.36
H 1.47 -2.37 2.97
H 0.04 -2.51 1.82
H 4.41 -0.66 0.99
H 2.97 -0.89 2.21
H 4.04 0.62 2.26
H 3.97 2.31 0.20
H 2.35 2.52 -0.67
H 2.01 4.88 0.11
H 1.27 6.60 2.11
H 1.19 5.80 4.68
H 1.81 3.21 5.25
H 2.51 1.58 3.33
C 4.43 5.47 -5.98
C 3.77 4.39 -5.16
O 2.75 4.60 -4.51
N 4.34 3.16 -5.15
C 5.53 2.73 -5.84
H 3.86 6.40 -5.89
H 5.44 5.65 -5.61
H 4.45 5.18 -7.03
H 3.84 2.49 -4.58
H 5.26 1.90 -6.51
H 6.25 2.37 -5.10
H 5.98 3.53 -6.42
C -7.42 -3.34 1.14
C -8.19 -2.92 2.36
O -7.73 -2.15 3.20
N -9.45 -3.41 2.52
C -10.17 -4.32 1.66
H -6.44 -2.87 1.16
H -7.28 -4.42 1.15
H -7.94 -3.03 0.24
H -9.91 -3.09 3.36
H -11.09 -3.83 1.33
H -10.43 -5.21 2.23
H -9.59 -4.61 0.78
*
```

***

[5]
Here is a 6-piece molecular cluster, H13O6 overall from OMol25. Energies are from ωB97M-V/def2-TZVPD.

Summary:
* relative energy (zero: lowest compared OMol25 entry of this formula, charge and spin): 39.1 kJ/mol
* HOMO energy: -14.388 eV
* DFT total energy: -459.003433 hartree
* E_LUMO: -2.8 eV

Geometry as ORCA input:
```
! wB97M-V def2-TZVPD RIJCOSX def2/J DEFGRID3
* xyz 1 1
O -3.18 4.15 -0.78
H -3.95 4.41 -1.31
H -2.52 4.82 -1.00
O -1.89 2.21 0.72
H -2.33 2.45 1.54
H -2.26 2.80 0.03
O -0.27 0.42 1.33
H -0.87 1.15 0.91
H -0.54 0.18 2.22
O 0.59 -3.35 -0.91
H 1.04 -3.87 -0.24
H 0.82 -3.79 -1.74
O 4.03 -2.69 0.31
H 4.61 -2.70 -0.46
H 4.26 -3.49 0.80
O 0.64 -0.70 -0.62
H 0.86 -1.65 -0.79
H 1.27 -0.19 -1.14
H 0.18 -0.24 0.61
*
```

***

[6]
Here is a 2-piece molecular cluster, C3H7BrO2 overall from OMol25. Energies are from ωB97M-V/def2-TZVPD.

Summary:
* relative energy (zero: lowest compared OMol25 entry of this formula, charge and spin): 0.0 kJ/mol
* HOMO energy: -10.685 eV
* DFT total energy: -2842.997929 hartree
* E_LUMO: 0.6 eV

Geometry as ORCA input:
```
! wB97M-V def2-TZVPD RIJCOSX def2/J DEFGRID3
* xyz 0 1
C -1.29 -0.85 -0.83
C -1.34 0.04 0.43
C -0.02 0.78 0.44
O 1.04 0.38 0.02
O -0.13 2.02 0.90
H -1.02 -0.20 -1.62
H -2.17 -1.40 -1.02
H -0.51 -1.64 -0.62
H -2.21 0.58 0.37
H -1.32 -0.74 1.30
H 0.81 2.35 0.69
Br 4.61 -1.03 -0.19
H 3.54 -0.26 0.13
*
```

***

Max |F| (computed, eV/A): 5.170; 4.137; 8.040; 4.420; 0.632; 5.132